{"formula": "C23H35BeN4OSSb", "method": "ωB97M-V/def2-TZVPD", "species": ["Be", "O", "C", "C", "C", "C", "C", "C", "C", "C", "N", "H", "H", "H", "H", "H", "H", "H", "H", "H", "H", "H", "C", "N", "C", "C", "N", "C", "S", "C", "C", "C", "C", "C", "N", "H", "H", "H", "H", "H", "H", "H", "H", "H", "C", "C", "Sb", "C", "C", "C", "C", "H", "H", "H", "H", "H", "H", "H", "H", "H", "H", "H", "H", "H", "H", "H"], "positions_angstrom": [[-1.855, -1.285, 0.024], [-3.150, -2.245, -0.397], [-3.625, -2.473, -1.742], [-2.555, -3.120, -2.616], [-1.208, -2.372, -2.625], [-1.379, -0.889, -2.630], [-1.330, -0.164, -3.813], [-1.486, 1.211, -3.787], [-1.718, 1.818, -2.560], [-1.773, 1.031, -1.427], [-1.590, -0.298, -1.443], [-3.829, -2.511, 0.230], [-3.930, -1.513, -2.170], [-4.502, -3.122, -1.706], [-2.961, -3.149, -3.628], [-2.380, -4.154, -2.310], [-0.647, -2.685, -3.504], [-0.610, -2.630, -1.751], [-1.165, -0.682, -4.744], [-1.430, 1.790, -4.696], [-1.866, 2.884, -2.483], [-1.979, 1.474, -0.466], [-1.848, 1.807, 3.987], [-0.886, 0.823, 3.577], [0.332, 0.591, 4.154], [0.909, -0.446, 3.514], [0.026, -0.879, 2.527], [-1.067, -0.051, 2.574], [-2.451, -0.035, 1.616], [0.128, -2.104, 1.872], [1.048, -3.039, 2.354], [1.109, -4.304, 1.807], [0.187, -4.631, 0.819], [-0.689, -3.660, 0.396], [-0.704, -2.393, 0.853], [-1.366, 2.541, 4.625], [-2.662, 1.333, 4.537], [-2.275, 2.298, 3.114], [0.698, 1.172, 4.976], [1.876, -0.873, 3.670], [1.693, -2.797, 3.179], [1.820, -5.026, 2.177], [0.147, -5.622, 0.401], [-1.440, -3.907, -0.332], [4.338, 1.875, 0.710], [3.130, 1.169, 1.284], [1.404, 0.931, -0.067], [2.357, 1.259, -2.020], [2.382, 2.679, -2.539], [0.473, 2.910, 0.206], [1.360, 4.008, 0.750], [5.117, 1.936, 1.468], [4.096, 2.888, 0.401], [4.745, 1.332, -0.139], [2.755, 1.697, 2.161], [3.404, 0.160, 1.599], [1.824, 0.610, -2.718], [3.367, 0.869, -1.923], [1.380, 3.095, -2.633], [2.835, 2.696, -3.528], [2.974, 3.324, -1.894], [-0.394, 2.765, 0.856], [0.102, 3.189, -0.778], [1.738, 3.769, 1.742], [0.792, 4.934, 0.819], [2.201, 4.192, 0.090]], "forces_ev_per_angstrom": [[0.3, 0.5, 0.4], [0.0, -0.2, 0.2], [-0.2, -0.2, -1.2], [0.0, 0.1, 0.3], [-0.2, -0.1, -0.1], [0.3, 0.0, -0.5], [0.0, 0.0, 0.1], [0.0, -0.1, 0.3], [0.0, -0.2, -0.1], [-0.1, 0.3, 0.0], [-0.3, -0.3, 0.2], [0.1, 0.1, 0.3], [0.0, -0.1, 0.2], [0.1, 0.1, 0.2], [0.0, 0.0, 0.0], [-0.1, 0.0, -0.1], [0.1, 0.0, 0.1], [0.1, -0.1, -0.1], [0.1, -0.1, -0.1], [0.0, 0.0, -0.1], [0.0, 0.1, 0.1], [0.1, 0.0, 0.1], [-0.7, 0.5, 0.2], [0.3, -0.7, -0.7], [0.7, -0.5, 0.0], [0.0, 0.4, 0.5], [-0.5, 0.9, 0.5], [0.0, -0.2, 0.0], [-0.6, -0.3, -0.4], [0.1, -0.8, -0.3], [-0.1, 0.1, -0.1], [-0.3, 0.3, -0.1], [0.1, 0.1, 0.1], [0.2, -0.3, 0.1], [0.0, 0.3, 0.1], [0.1, 0.0, 0.0], [0.1, 0.0, 0.0], [0.1, 0.0, 0.0], [0.1, 0.1, 0.1], [0.1, -0.1, 0.0], [0.0, 0.1, 0.1], [0.1, 0.0, 0.0], [-0.1, -0.1, -0.1], [0.0, 0.0, -0.1], [0.1, 0.0, 0.0], [-0.6, -0.1, -0.3], [0.5, 0.4, 0.0], [-0.3, -0.2, 0.5], [0.0, 0.0, 0.0], [0.2, -0.6, 0.0], [0.0, 0.1, 0.0], [0.1, 0.1, 0.0], [0.1, 0.1, -0.1], [0.1, 0.0, -0.1], [-0.1, 0.0, 0.1], [-0.1, -0.1, 0.0], [0.0, -0.1, 0.0], [0.1, -0.1, 0.0], [0.0, 0.1, 0.0], [0.1, 0.1, -0.1], [0.0, 0.1, 0.0], [-0.1, -0.1, 0.0], [-0.1, 0.0, -0.1], [0.1, 0.0, 0.1], [0.0, 0.1, 0.1], [0.1, 0.1, 0.0]], "lowdin_charge": [0.01, -0.07, -0.14, -0.13, -0.11, -0.25, 0.02, 0.01, -0.02, -0.15, 0.04, 0.15, 0.14, 0.15, 0.14, 0.12, 0.14, 0.09, 0.13, 0.13, 0.13, 0.06, -0.01, -0.10, 0.01, -0.02, 0.00, -0.63, 0.92, -0.22, 0.05, 0.01, 0.00, -0.08, 0.10, 0.11, 0.11, 0.08, 0.15, 0.13, 0.12, 0.13, 0.13, 0.10, -0.18, -0.45, 1.41, -0.43, -0.18, -0.43, -0.17, 0.08, 0.06, 0.06, 0.03, 0.03, 0.02, 0.04, 0.05, 0.08, 0.06, 0.02, 0.02, 0.06, 0.08, 0.05], "de_lowest_kj_mol": 79.0, "homo_lumo_gap_ev": 6.95, "charge": 2, "spin_multiplicity": 1, "e_lumo_ev": -6.01, "homo_ev": -13.0}

***

{"formula": "C3H2N4O4", "method": "ωB97M-V/def2-TZVPD", "species": ["C", "C", "C", "N", "N", "N", "N", "O", "O", "O", "O", "H", "H"], "positions_angstrom": [[-1.559, -2.110, 0.993], [1.882, 3.270, -0.486], [-0.562, -0.377, -0.313], [-2.428, -1.224, 0.476], [-1.799, -0.321, -0.210], [-0.307, -1.933, 0.742], [0.531, 0.304, -0.809], [1.267, 3.129, 0.471], [2.512, 3.435, -1.424], [0.280, 1.275, -1.497], [1.636, -0.100, -0.517], [-1.977, -2.915, 1.572], [0.524, -2.432, 1.002]], "forces_ev_per_angstrom": [[0.2, 0.0, -0.1], [0.0, 0.0, 0.1], [0.0, -4.5, 3.0], [-1.2, -0.8, 0.7], [0.4, 1.4, -1.0], [-0.2, 3.5, -2.3], [0.8, 0.8, -0.5], [-0.9, -0.2, 1.4], [0.9, 0.2, -1.4], [-0.1, 0.0, -0.1], [0.1, -0.1, 0.1], [0.1, -0.2, 0.1], [0.0, -0.2, 0.1]], "lowdin_charge": [-0.24, -0.47, -0.05, 0.00, 0.07, 0.18, -0.38, 0.20, 0.22, 0.11, 0.10, 0.12, 0.11], "de_lowest_kj_mol": 130.3, "homo_lumo_gap_ev": [8.93, 8.93], "spin_multiplicity": 1, "e_lumo_ev": [-1.40, -1.40], "homo_ev": [-10.3, -10.3]}

***

{"formula": "C3H6N2O2P", "method": "ωB97M-V/def2-TZVPD", "species": ["C", "C", "C", "N", "N", "O", "O", "P", "H", "H", "H", "H", "H", "H"], "positions_angstrom": [[-1.764, -0.153, -0.110], [0.951, -1.252, 0.102], [-0.761, 0.360, -1.002], [1.159, -0.370, 0.998], [1.442, 0.887, 0.682], [-1.538, 0.233, 1.280], [-2.669, -0.975, -0.381], [0.212, 1.706, -0.441], [0.752, -2.302, 0.287], [0.896, -1.113, -0.982], [-0.700, 0.115, -2.037], [-0.770, -0.493, 1.680], [1.688, 1.489, 1.495], [1.102, 1.866, -1.571]], "forces_ev_per_angstrom": [[0.2, -1.3, -0.5], [0.0, -0.4, -1.8], [-1.2, 1.1, 1.5], [0.8, -1.8, 1.8], [0.1, 1.7, -0.9], [2.2, -2.8, 0.3], [1.1, 1.4, 0.7], [0.5, 0.2, 0.3], [-0.1, 0.1, 1.1], [0.7, 0.5, 0.3], [-0.3, -0.5, -0.5], [-2.8, 3.0, -1.9], [-0.8, -1.1, -0.7], [-0.3, -0.3, 0.1]], "lowdin_charge": [-0.65, -0.14, -0.46, -0.22, -0.31, -0.16, -0.08, 0.79, 0.06, 0.05, 0.02, 0.16, 0.06, -0.11], "de_lowest_kj_mol": 439.8, "homo_lumo_gap_ev": 7.29, "charge": -1, "spin_multiplicity": 1, "e_lumo_ev": 4.24, "homo_ev": -3.0}